No. 1
{"formula": "C6H10O2S", "method": "ωB97M-V with the def2-TZVPD basis set", "symbols": ["C", "C", "C", "C", "C", "C", "O", "O", "S", "H", "H", "H", "H", "H", "H", "H", "H", "H", "H"], "coordinates": [[1.51190, 0.15255, -1.26609], [-0.07882, 0.56797, 0.44612], [1.23668, 1.18204, -0.12333], [-1.28461, 1.25439, -0.38968], [0.11704, -0.93553, 0.15222], [-0.78159, -1.94005, 0.70529], [0.95400, -1.14036, -0.84453], [2.38800, 1.12061, 0.64135], [-2.77581, 0.33730, -0.34925], [0.91917, 0.50104, -2.07945], [2.47978, -0.03955, -1.54531], [-0.17633, 0.66671, 1.50640], [1.03604, 2.10169, -0.52606], [-0.90004, 1.12290, -1.36716], [-0.99404, -1.80308, 1.69929], [-0.49493, -2.93656, 0.44125], [-1.76701, -1.96832, 0.13193], [2.24280, 1.57981, 1.47229], [-3.46494, 1.03770, 0.57342]], "energy_ha": -783.09611, "relative_energy_kj_mol": 0.0, "max_force_ev_per_a": 4.25, "lumo_energy_ev": [0.74, -1.09], "homo_lumo_gap_ev": [6.66, 8.13], "multiplicity": 3}

***

No. 2
{"formula": "C48H70AsBrCoO2Si3", "method": "ωB97M-V with the def2-TZVPD basis set", "symbols": ["Co", "C", "C", "C", "C", "C", "C", "C", "C", "C", "C", "C", "C", "C", "C", "C", "C", "C", "H", "H", "H", "H", "H", "H", "H", "H", "H", "H", "H", "H", "H", "H", "H", "H", "H", "H", "H", "H", "H", "H", "H", "H", "H", "H", "H", "H", "H", "Br", "C", "C", "C", "C", "C", "C", "C", "O", "O", "H", "H", "H", "H", "C", "C", "C", "C", "C", "C", "C", "C", "C", "C", "C", "C", "C", "C", "C", "H", "H", "H", "H", "H", "H", "H", "H", "H", "H", "C", "Si", "C", "C", "As", "Si", "C", "C", "C", "Si", "C", "C", "C", "H", "H", "H", "H", "H", "H", "H", "H", "H", "H", "H", "H", "H", "H", "H", "H", "H", "H", "H", "H", "H", "H", "H", "H", "H", "H", "H"], "coordinates": [[-0.04037, 0.85869, 0.70907], [-2.09067, -0.25124, 0.45718], [-1.86878, -0.31602, 1.85843], [-1.71812, 1.04073, 2.31392], [-1.96330, 1.88147, 1.18694], [-2.16610, 1.09689, 0.03383], [-2.44264, 1.56509, -1.38219], [-3.87145, 1.16319, -1.77348], [-1.45586, 0.91538, -2.36070], [-2.30129, 3.08401, -1.47809], [-1.41859, 1.68500, 3.67236], [-0.50510, 2.90884, 3.47533], [-2.72920, 2.16574, 4.31499], [-0.67044, 0.78227, 4.65345], [-1.99998, -1.64909, 2.61028], [-3.14129, -1.54072, 3.63404], [-0.71355, -2.16959, 3.28230], [-2.43050, -2.74383, 1.62176], [-2.22384, -1.10065, -0.19313], [-1.90573, 2.95751, 1.18401], [-3.98729, 0.07759, -1.74818], [-4.10930, 1.51061, -2.78329], [-4.59515, 1.59512, -1.07856], [-1.49661, -0.17394, -2.29442], [-0.43109, 1.22288, -2.14018], [-1.69328, 1.20392, -3.38932], [-3.01544, 3.58802, -0.82268], [-2.48956, 3.41450, -2.50298], [-1.29258, 3.39575, -1.19732], [-0.95011, 3.67632, 2.84423], [0.43909, 2.60796, 3.01642], [-0.29033, 3.36352, 4.44701], [-3.23174, 2.88003, 3.65989], [-2.53160, 2.65295, 5.27453], [-3.41510, 1.33424, 4.48656], [0.24877, 0.40511, 4.20147], [-1.26486, -0.06210, 4.98889], [-0.40856, 1.36638, 5.54055], [-2.98388, -0.74423, 4.35599], [-3.24312, -2.48236, 4.18313], [-4.08554, -1.33818, 3.12209], [-0.53770, -1.72634, 4.25940], [0.15356, -1.97224, 2.65525], [-0.79775, -3.25021, 3.43336], [-3.35723, -2.48308, 1.10675], [-2.59744, -3.67338, 2.17342], [-1.65132, -2.92748, 0.88040], [4.02547, 0.40375, -1.81321], [4.47480, 0.07294, -0.00029], [5.82133, 0.22317, 0.30827], [6.27203, 0.00470, 1.59822], [5.37272, -0.36035, 2.58843], [4.03238, -0.48550, 2.27562], [3.55180, -0.27927, 0.98149], [2.05647, -0.38546, 0.79194], [1.54507, -0.45651, -0.34228], [1.35845, -0.27079, 1.84772], [6.50849, 0.52310, -0.47095], [7.32180, 0.13673, 1.82823], [5.71090, -0.52016, 3.60444], [3.30262, -0.73113, 3.03533], [1.22409, 2.37234, 0.24595], [2.25474, 3.02229, 0.06252], [3.43294, 3.73693, -0.12829], [4.55249, 3.49955, 0.77784], [5.87929, 3.79158, 0.42485], [6.92563, 3.52697, 1.29216], [6.68573, 2.95514, 2.53517], [5.37974, 2.63833, 2.89162], [4.33147, 2.90220, 2.02945], [3.51588, 4.66108, -1.25962], [2.68046, 4.48218, -2.37216], [2.72204, 5.35646, -3.44330], [3.59176, 6.44121, -3.43630], [4.41385, 6.64219, -2.33549], [4.37785, 5.76662, -1.26202], [6.08967, 4.20585, -0.55304], [7.94047, 3.75566, 0.98779], [7.50593, 2.74792, 3.21138], [5.17598, 2.17479, 3.84954], [3.31679, 2.63816, 2.30132], [2.00008, 3.63996, -2.37273], [2.07056, 5.19017, -4.29276], [3.62314, 7.12459, -4.27576], [5.08313, 7.49390, -2.30648], [5.00810, 5.95188, -0.40153], [3.38763, -5.75234, -1.91869], [2.87551, -4.06501, -1.21953], [4.32535, -3.41537, -0.21107], [2.43655, -2.93536, -2.64510], [0.97273, -4.05978, 0.15871], [1.53872, -5.62913, 1.79409], [2.55111, -7.10993, 1.22935], [-0.00866, -6.28686, 2.63988], [2.56824, -4.65922, 3.03058], [-0.61951, -4.97747, -1.30283], [0.00460, -6.21488, -2.57557], [-2.01291, -5.82528, -0.37244], [-1.30940, -3.48828, -2.22863], [3.57560, -5.66469, -2.99258], [2.63092, -6.52124, -1.77402], [4.31024, -6.10061, -1.44975], [5.00526, -4.22827, 0.05483], [4.00476, -2.92471, 0.70818], [4.89124, -2.67875, -0.78718], [3.33498, -2.65841, -3.20403], [1.97943, -2.01684, -2.27023], [1.74603, -3.42906, -3.33411], [2.00417, -7.72246, 0.50937], [2.79602, -7.73884, 2.09129], [3.48836, -6.79814, 0.76561], [-0.79847, -5.53560, 2.68684], [0.22516, -6.59812, 3.66145], [-0.39898, -7.15723, 2.10839], [3.59258, -4.54439, 2.66737], [2.60912, -5.17191, 3.99569], [2.15259, -3.66246, 3.19234], [0.35281, -7.13835, -2.10790], [0.81586, -5.81074, -3.18221], [-0.82136, -6.47014, -3.24720], [-1.64620, -6.63544, 0.25840], [-2.71599, -6.25060, -1.09483], [-2.55937, -5.12265, 0.25786], [-1.09144, -2.55928, -1.69781], [-2.39397, -3.56952, -2.34109], [-0.87340, -3.40848, -3.22694]], "energy_ha": -9082.70787, "total_charge": -1, "max_force_ev_per_a": 0.60, "lumo_energy_ev": [2.47, 1.91], "homo_lumo_gap_ev": [6.31, 7.35], "multiplicity": 5}

***

No. 3
{"formula": "C3H9N2", "method": "ωB97M-V with the def2-TZVPD basis set", "symbols": ["C", "C", "C", "N", "N", "H", "H", "H", "H", "H", "H", "H", "H", "H"], "coordinates": [[-0.92877, -0.33866, -1.37577], [-1.06894, 0.14757, 0.05027], [-0.08726, 0.26005, 0.90178], [3.65055, -0.39199, 0.04769], [-2.33745, 0.35273, 0.52161], [-1.88159, -0.24700, -1.89696], [-0.49394, -1.32857, -1.40928], [-0.19016, 0.32198, -1.84218], [0.21933, 0.70395, 1.85315], [4.20852, -0.08901, 0.84222], [4.11171, -0.02405, -0.78695], [2.74232, 0.03075, 0.13537], [-2.93356, -0.44169, 0.27738], [-2.44743, 0.62403, 1.49692]], "energy_ha": -228.79406, "total_charge": 1, "relative_energy_kj_mol": 506.0, "max_force_ev_per_a": 2.48, "lumo_energy_ev": -8.09, "homo_lumo_gap_ev": 5.14, "multiplicity": 1}

***

No. 4
{"formula": "C39H21CoF15GeS4Sb2", "method": "ωB97M-V with the def2-TZVPD basis set", "symbols": ["Co", "S", "Sb", "S", "S", "F", "C", "C", "C", "F", "C", "F", "C", "F", "C", "F", "Ge", "S", "C", "C", "F", "C", "F", "C", "F", "C", "F", "C", "F", "C", "C", "F", "C", "F", "C", "F", "C", "F", "C", "F", "C", "C", "C", "C", "C", "C", "C", "Sb", "C", "C", "C", "C", "C", "C", "C", "C", "C", "C", "C", "C", "C", "C", "H", "H", "H", "H", "H", "H", "H", "H", "H", "H", "H", "H", "H", "H", "H", "H", "H", "H", "H", "H", "H"], "coordinates": [[-0.73682, -0.80224, 0.04959], [-4.22763, -0.71949, 2.76795], [-2.06029, -0.19619, 3.16281], [-1.29548, 0.98825, 1.07987], [-0.75476, -1.90186, 1.89520], [-3.10727, -3.64072, -0.87715], [-3.42666, -3.82719, -2.16031], [-3.96095, -2.79086, -2.91421], [-4.19337, -3.06938, -4.25071], [-4.66986, -2.15169, -5.10507], [-3.93317, -4.30729, -4.80367], [-4.16585, -4.54298, -6.09743], [-3.42102, -5.30772, -4.01354], [-3.17059, -6.50371, -4.53510], [-3.16365, -5.07090, -2.68208], [-2.65742, -6.04373, -1.92629], [-3.92808, -0.99580, -2.06974], [-1.79016, -0.78848, -1.91405], [-5.14690, -0.92189, -0.57574], [-5.83087, -1.98399, -0.02059], [-5.74161, -3.22163, -0.52177], [-6.66815, -1.81717, 1.05331], [-7.32744, -2.85407, 1.57101], [-6.84229, -0.56286, 1.59094], [-7.65451, -0.39998, 2.62549], [-6.18484, 0.52229, 1.06204], [-6.35915, 1.73094, 1.59421], [-5.34163, 0.32594, -0.00150], [-4.68630, 1.39872, -0.45826], [-4.76470, 0.27791, -3.32445], [-6.09432, 0.06478, -3.65738], [-6.75941, -0.99462, -3.16967], [-6.79349, 0.87571, -4.51711], [-8.06740, 0.62928, -4.82246], [-6.15406, 1.95668, -5.07807], [-6.81112, 2.75311, -5.91258], [-4.83749, 2.21058, -4.77724], [-4.23367, 3.26442, -5.32621], [-4.15607, 1.37803, -3.91033], [-2.88915, 1.71383, -3.66631], [0.63751, -4.81487, 0.53635], [1.00298, -5.09045, -0.90189], [1.04285, -6.40734, -1.36208], [1.38284, -6.71059, -2.67565], [1.69676, -5.68807, -3.55809], [1.66337, -4.36560, -3.11889], [1.31987, -4.05317, -1.80061], [1.33297, -2.00650, -1.13179], [1.90396, -1.13732, -3.01721], [0.91201, -1.26261, -4.00246], [1.07531, -0.72390, -5.27167], [2.24106, -0.03661, -5.57066], [3.23238, 0.08874, -4.60670], [3.09370, -0.45005, -3.32619], [4.23613, -0.26623, -2.34949], [3.16736, -2.14534, -0.02781], [4.01025, -3.23953, -0.23591], [5.18859, -3.38207, 0.48913], [5.52513, -2.42536, 1.43662], [4.68558, -1.33654, 1.65245], [3.50060, -1.17399, 0.93569], [2.62535, 0.03156, 1.21130], [0.38088, -5.73603, 1.06292], [-0.22072, -4.14564, 0.60593], [1.46436, -4.33819, 1.07430], [0.78945, -7.20902, -0.67263], [1.40073, -7.74454, -3.00613], [1.96742, -5.90975, -4.58659], [1.91600, -3.57952, -3.81836], [-0.00766, -1.79000, -3.78100], [0.29117, -0.83632, -6.01154], [2.37791, 0.41087, -6.54904], [4.14520, 0.62654, -4.84588], [5.01564, 0.35689, -2.79191], [4.68306, -1.22151, -2.07012], [3.90880, 0.21335, -1.42375], [3.75047, -3.99096, -0.97553], [5.83552, -4.23534, 0.31245], [6.44154, -2.52450, 2.01102], [4.95185, -0.59283, 2.39842], [3.09882, 0.70794, 1.92413], [1.66171, -0.26221, 1.62409], [2.41910, 0.60465, 0.30184]], "energy_ha": -8529.77640, "total_charge": -1, "relative_energy_kj_mol": 32.6, "max_force_ev_per_a": 1.10, "lumo_energy_ev": [0.66, 2.02], "homo_lumo_gap_ev": [5.34, 6.72], "multiplicity": 3}